Entry 1:
Below is a 5-piece molecular cluster, C31H52BCl16NO3PSi overall, with properties calculated with the ωB97M-V functional and the def2-TZVPD basis.

Positions of all 106 atoms, in Å:
C -4.04 6.43 3.35
C -4.55 5.67 2.14
O -5.14 4.44 2.58
C -5.33 3.49 1.56
C -5.02 2.09 2.10
C -3.54 1.69 2.28
B -3.52 1.09 3.79
O -4.25 -0.07 4.04
C -2.72 1.75 4.97
C -1.24 1.28 4.98
C -2.51 2.82 2.19
C -2.24 2.98 0.67
C -2.59 1.61 0.02
P -3.64 1.62 -1.56
C -5.37 1.13 -1.17
O -3.75 3.25 -1.85
N -2.96 0.78 1.24
C -3.49 -0.62 1.08
C -2.48 -1.66 1.53
C -1.29 -1.71 0.56
C -0.39 -2.95 0.74
C 0.24 -3.37 -0.59
C 1.27 -2.35 -1.11
C 2.47 -3.03 -1.78
C 3.46 -3.57 -0.72
Si 5.28 -3.53 -1.21
C 6.11 -1.88 -0.88
C 6.16 -4.81 -0.15
C 5.59 -4.00 -3.01
C 5.62 -3.04 -4.01
C 5.87 -3.38 -5.33
C 6.11 -4.70 -5.67
C 6.07 -5.68 -4.70
C 5.81 -5.32 -3.39
H -3.45 7.28 3.00
H -4.87 6.81 3.95
H -3.36 5.82 3.94
H -3.68 5.41 1.53
H -5.26 6.25 1.55
H -4.80 3.74 0.63
H -6.40 3.48 1.31
H -5.58 1.35 1.53
H -5.46 2.11 3.10
H -5.08 0.17 4.49
H -3.19 1.40 5.89
H -2.82 2.83 4.98
H -0.60 2.08 4.61
H -0.90 1.05 5.99
H -1.08 0.40 4.35
H -2.77 3.73 2.72
H -1.53 2.53 2.60
H -2.73 3.84 0.22
H -1.19 3.15 0.42
H -1.65 1.17 -0.32
H -6.05 1.98 -1.12
H -5.70 0.52 -2.01
H -5.50 0.53 -0.28
H -4.68 3.51 -1.80
H -2.04 0.60 1.65
H -3.72 -0.81 0.03
H -4.44 -0.71 1.62
H -2.16 -1.43 2.56
H -3.03 -2.60 1.53
H -1.68 -1.66 -0.46
H -0.67 -0.82 0.73
H 0.39 -2.69 1.47
H -0.98 -3.76 1.16
H -0.59 -3.42 -1.30
H 0.68 -4.35 -0.45
H 0.77 -1.70 -1.85
H 1.60 -1.71 -0.29
H 2.94 -2.34 -2.49
H 2.05 -3.89 -2.31
H 3.37 -2.95 0.18
H 3.16 -4.58 -0.43
H 5.77 -1.37 0.02
H 5.98 -1.22 -1.75
H 7.19 -2.07 -0.84
H 6.21 -4.50 0.90
H 7.15 -5.01 -0.56
H 5.60 -5.75 -0.21
H 5.46 -1.99 -3.79
H 5.91 -2.58 -6.08
H 6.35 -5.00 -6.69
H 6.25 -6.72 -4.94
H 5.80 -6.11 -2.64
C 4.93 -2.09 -9.70
Cl 6.40 -2.18 -10.67
Cl 4.47 -0.40 -9.48
Cl 3.62 -2.95 -10.51
Cl 5.22 -2.82 -8.11
C -2.95 6.83 -1.97
Cl -1.96 6.63 -0.51
Cl -2.21 5.96 -3.31
Cl -4.57 6.17 -1.66
Cl -3.09 8.53 -2.36
C 8.93 -7.93 -1.54
Cl 7.82 -6.96 -2.53
Cl 8.24 -8.13 0.08
Cl 9.14 -9.52 -2.29
Cl 10.49 -7.12 -1.43
C -3.89 7.92 7.45
Cl -3.62 8.46 9.11
Cl -5.60 8.09 7.05
Cl -2.92 8.91 6.35
Cl -3.42 6.22 7.30

## Properties
E ... -258818.4343 eV
Total charge ... +1



Entry 2:
Below is C31H53AlF5O6 as an isolated structure, with properties calculated with the ωB97M-V functional and the def2-TZVPD basis.

Positions of all 96 atoms, in Å:
C 1.49 6.23 0.15
C -0.01 5.91 0.10
C -0.23 4.41 -0.15
C -1.59 3.88 0.33
C -1.66 3.13 1.69
Al -0.25 3.49 3.11
C 0.72 1.71 3.59
F 1.42 1.94 4.79
F -0.15 0.66 3.88
C 1.73 1.24 2.59
C 1.37 1.20 1.24
C 2.26 0.82 0.24
C 3.56 0.47 0.59
C 3.92 0.48 1.94
C 5.32 0.07 2.29
F 5.78 -0.92 1.50
F 5.43 -0.37 3.55
F 6.20 1.07 2.14
C 3.03 0.85 2.93
H 2.05 5.46 -0.38
H 1.74 7.18 -0.33
H 1.85 6.20 1.17
H -0.50 6.50 -0.67
H -0.42 6.12 1.09
H 0.62 3.84 0.23
H -0.22 4.27 -1.23
H -2.32 4.69 0.29
H -1.91 3.17 -0.43
H -2.60 3.42 2.16
H -1.76 2.06 1.51
H -0.96 3.98 4.49
H 0.88 4.57 2.72
H 0.36 1.49 0.96
H 1.95 0.82 -0.80
H 4.27 0.19 -0.18
H 3.33 0.86 3.97
C 8.63 -5.48 -0.19
C 7.87 -4.20 -0.45
O 7.42 -3.95 -1.54
C 7.70 -3.26 0.72
H 8.68 -6.07 -1.10
H 9.64 -5.25 0.15
H 8.12 -6.06 0.58
H 8.68 -2.94 1.08
H 7.16 -3.75 1.52
H 7.14 -2.38 0.40
C -1.47 3.67 -4.98
C -1.12 2.62 -3.94
O -0.77 2.93 -2.83
C -1.25 1.18 -4.36
H -1.34 4.66 -4.55
H -0.81 3.57 -5.84
H -2.50 3.55 -5.30
H -0.58 0.97 -5.20
H -2.27 0.96 -4.65
H -0.97 0.54 -3.52
C -4.31 -2.36 -4.25
C -3.31 -1.86 -5.26
O -3.38 -0.75 -5.73
C -2.20 -2.81 -5.64
H -5.05 -1.58 -4.06
H -4.81 -3.24 -4.63
H -3.81 -2.61 -3.32
H -2.62 -3.71 -6.08
H -1.62 -3.08 -4.76
H -1.55 -2.33 -6.37
C 2.19 -0.37 9.12
C 1.12 -1.10 8.34
O 0.34 -1.84 8.90
C 1.08 -0.85 6.86
H 2.12 -0.63 10.17
H 3.18 -0.65 8.75
H 2.07 0.71 9.00
H 2.02 -1.16 6.40
H 0.91 0.20 6.64
H 0.27 -1.44 6.42
C -5.95 0.78 0.10
C -5.29 2.14 -0.03
O -4.71 2.65 0.89
C -5.39 2.82 -1.38
H -5.80 0.40 1.11
H -7.02 0.86 -0.10
H -5.51 0.08 -0.61
H -6.44 2.99 -1.63
H -4.93 2.20 -2.15
H -4.88 3.78 -1.33
C -4.99 -6.91 -2.48
C -4.00 -6.39 -3.49
O -4.10 -5.29 -3.97
C -2.87 -7.32 -3.88
H -5.74 -6.15 -2.29
H -5.47 -7.81 -2.85
H -4.47 -7.14 -1.54
H -3.27 -8.24 -4.31
H -2.27 -7.57 -3.00
H -2.23 -6.83 -4.61

## Properties
E ... -65477.4314 eV
Total charge ... -1



Entry 3:
Below is C31H53Br3Cl3N2O13Zr as an isolated structure, with properties calculated with the ωB97M-V functional and the def2-TZVPD basis.

Positions of all 106 atoms, in Å:
Zr -17.49 -23.15 15.10
C -17.98 -21.50 11.08
C -17.42 -22.87 10.78
C -16.82 -22.81 9.36
C -16.02 -24.04 8.97
C -14.85 -24.15 9.96
C -15.30 -24.15 11.46
N -16.37 -23.23 11.71
O -16.65 -23.05 13.04
C -14.00 -23.81 12.17
C -15.68 -25.65 11.70
C -18.61 -23.86 10.84
H -17.21 -20.78 11.38
H -18.58 -21.59 11.99
H -18.63 -21.06 10.32
H -16.19 -21.92 9.29
H -17.67 -22.78 8.67
H -15.68 -23.91 7.95
H -16.66 -24.93 9.03
H -14.25 -23.29 9.67
H -14.41 -25.12 9.72
H -13.21 -24.53 11.97
H -14.17 -23.81 13.25
H -13.62 -22.81 11.95
H -14.81 -26.31 11.58
H -16.41 -25.95 10.95
H -16.08 -25.86 12.69
H -19.44 -23.50 10.21
H -18.96 -23.98 11.86
H -18.33 -24.85 10.48
C -20.07 -20.67 17.24
C -18.86 -20.45 18.15
C -19.40 -20.35 19.58
C -18.31 -20.32 20.64
C -17.37 -21.51 20.53
C -16.81 -21.63 19.10
N -17.93 -21.59 18.15
O -17.47 -21.85 16.85
C -16.21 -23.06 19.01
C -15.62 -20.69 18.91
C -18.20 -19.12 17.74
H -20.61 -19.74 17.07
H -20.72 -21.47 17.60
H -19.73 -20.96 16.24
H -20.13 -21.14 19.76
H -20.01 -19.46 19.74
H -18.73 -20.22 21.64
H -17.73 -19.41 20.48
H -17.93 -22.41 20.82
H -16.60 -21.35 21.28
H -16.96 -23.83 19.18
H -15.46 -23.12 19.80
H -15.67 -23.27 18.09
H -14.68 -21.18 19.17
H -15.64 -19.83 19.58
H -15.42 -20.47 17.86
H -17.30 -18.89 18.31
H -18.92 -18.30 17.73
H -17.77 -19.25 16.75
C -21.14 -24.33 13.54
C -19.89 -23.89 14.17
O -19.64 -22.75 14.66
O -18.82 -24.62 14.25
H -21.94 -24.18 14.25
H -21.05 -25.36 13.21
H -21.26 -23.80 12.59
C -24.36 -26.21 15.82
Br -25.96 -25.85 14.74
Br -22.98 -27.03 14.69
Br -24.75 -27.47 17.29
H -24.01 -25.25 16.16
C -22.57 -20.29 12.37
Cl -21.52 -21.29 11.36
Cl -24.17 -20.01 11.65
Cl -21.80 -18.73 12.78
H -22.75 -20.80 13.31
C -23.71 -25.89 10.29
C -25.21 -25.94 10.58
O -25.41 -24.66 11.19
C -24.28 -24.21 11.70
O -24.18 -23.31 12.48
O -23.21 -24.91 11.18
H -23.56 -25.83 9.21
H -23.24 -26.84 10.59
H -25.58 -26.75 11.20
H -25.78 -25.98 9.65
C -18.55 -17.61 13.45
C -17.41 -17.41 14.46
O -16.88 -18.71 14.59
C -17.75 -19.61 14.10
O -17.59 -20.79 14.24
O -18.74 -19.02 13.46
H -18.32 -17.24 12.45
H -19.45 -17.09 13.77
H -17.88 -17.10 15.39
H -16.69 -16.66 14.13
C -21.62 -25.54 18.33
C -20.70 -25.46 19.56
O -19.44 -25.05 18.98
C -19.61 -24.71 17.72
O -18.74 -24.41 16.95
O -20.90 -24.75 17.37
H -22.54 -24.99 18.50
H -21.72 -26.55 17.96
H -20.58 -26.41 20.07
H -21.00 -24.69 20.26

## Properties
Energy relative to the best compared isomer or geometry (same formula, charge and spin) ... 15.7 kcal per mole
E ... -311573.5113 eV
Total charge ... +1



Entry 4:
Below is a 2-piece molecular cluster, C31H53N2O6 overall, with properties calculated with the ωB97M-V functional and the def2-TZVPD basis.

Positions of all 92 atoms, in Å:
C -4.73 -0.03 -0.66
C -4.14 -1.31 -0.73
C -2.85 -1.69 -1.58
N -3.02 -2.47 -2.80
C -1.91 -2.84 -3.67
C -0.42 -2.44 -3.34
C 0.83 -2.81 -4.28
C 1.35 -1.39 -4.89
C 0.59 -0.98 -6.25
C 1.48 -0.04 -7.21
O 0.65 0.93 -7.96
C 1.48 1.58 -8.93
O 1.83 0.93 -9.94
C -0.14 -1.63 -2.02
C 1.35 -1.21 -1.55
O 1.70 -0.01 -1.72
O 2.17 -2.22 -1.00
C 2.96 -1.68 0.14
C 3.06 -2.74 1.33
C 3.98 -2.28 2.57
C 5.26 -1.39 2.07
C 4.63 -3.55 3.35
C 3.68 -4.16 4.49
C 3.42 -3.21 5.75
C 4.40 -2.48 6.48
C 4.46 -2.63 8.10
C 5.48 -1.47 5.82
C -1.41 -1.26 -1.17
C -1.14 -0.38 0.17
C -1.36 1.17 -0.30
O -0.52 2.10 0.43
C -0.68 3.37 -0.30
C -0.15 4.64 0.53
H -5.62 0.11 0.07
H -4.38 0.90 -1.22
H -4.62 -2.15 -0.11
H -3.98 -2.78 -3.07
H -2.16 -3.45 -4.62
H 0.52 -3.51 -5.13
H 1.66 -3.21 -3.60
H 2.47 -1.50 -5.13
H 1.17 -0.51 -4.15
H -0.33 -0.35 -5.94
H 0.31 -1.93 -6.83
H 2.06 -0.70 -7.96
H 2.27 0.57 -6.64
H 1.82 2.68 -8.86
H 2.52 -0.72 0.57
H 3.98 -1.40 -0.33
H 3.46 -3.74 0.96
H 1.98 -2.87 1.75
H 3.32 -1.69 3.31
H 5.63 -1.93 1.11
H 6.13 -1.43 2.81
H 4.95 -0.34 1.75
H 4.81 -4.34 2.52
H 5.65 -3.32 3.81
H 2.68 -4.58 4.07
H 4.23 -5.10 4.90
H 2.34 -3.15 6.14
H 3.48 -2.21 8.54
H 4.62 -3.71 8.43
H 5.34 -2.01 8.53
H 6.40 -2.02 5.40
H 5.82 -0.77 6.67
H 4.97 -0.82 5.01
H -0.10 -0.57 0.61
H -1.97 -0.70 0.91
H -0.98 1.20 -1.40
H -2.47 1.43 -0.31
H -0.19 3.28 -1.34
H -1.82 3.52 -0.42
H -0.97 5.02 1.23
H 0.08 5.47 -0.23
H 0.82 4.36 1.07
C -5.35 5.67 0.21
C -6.63 4.96 0.63
C -6.47 4.12 1.92
O -5.80 2.88 1.73
C -4.38 2.97 1.72
N -7.12 4.14 -0.49
H -4.62 4.99 -0.24
H -5.57 6.44 -0.54
H -4.87 6.17 1.06
H -7.38 5.73 0.84
H -7.47 3.86 2.28
H -5.99 4.70 2.72
H -4.01 3.73 2.41
H -4.02 3.16 0.71
H -3.98 2.00 2.03
H -8.02 3.74 -0.23
H -6.50 3.33 -0.56

## Properties
E ... -48252.9064 eV
Total charge ... +1